{
  "formula": "C4H8O2",
  "method": "the ωB97M-V functional and the def2-TZVPD basis",
  "e_homo_ev": [-8.62, -9.20],
  "gap_ev": [7.193, 8.130],
  "multiplicity": 1,
  "symbols": ["C", "C", "O", "C", "C", "O", "H", "H", "H", "H", "H", "H", "H", "H"],
  "xyz": [[-0.689, 0.810, 0.925], [-0.907, -0.309, 0.018], [-1.950, -0.169, -0.900], [0.492, -0.234, -0.835], [1.490, -0.142, 0.290], [0.806, -1.240, -1.565], [-0.862, 1.801, 0.501], [-0.862, 0.727, 1.996], [0.703, 0.733, 0.946], [-0.919, -1.278, 0.536], [-1.688, -0.724, -1.654], [0.393, 0.767, -1.328], [1.477, -0.997, 0.972], [2.500, 0.208, 0.067]],
  "forces_ev_per_angstrom": [[-0.2, 0.3, 0.2], [0.4, -0.3, -0.1], [0.0, -0.1, -0.2], [-0.1, 0.6, 0.5], [0.1, 0.1, 0.2], [0.0, -0.5, -0.4], [0.0, -0.1, 0.1], [0.0, -0.1, -0.2], [0.2, -0.1, -0.1], [-0.1, 0.1, -0.1], [-0.3, 0.2, 0.1], [0.1, -0.3, -0.1], [0.0, 0.2, -0.1], [-0.2, 0.0, 0.0]],
  "lowdin_charge": [0.031, -0.402, -0.008, -0.599, 0.064, -0.010, 0.108, 0.096, 0.106, 0.155, 0.108, 0.152, 0.105, 0.095]
}

=====

{
  "formula": "C17H24N2O4",
  "method": "the ωB97M-V functional and the def2-TZVPD basis",
  "smiles": "CCCOC(=O)C(/C(N)=N/Cc1ccccc1)=C(\\O)OCCC",
  "e_homo_ev": -8.36,
  "gap_ev": 9.141,
  "multiplicity": 1,
  "symbols": ["C", "C", "C", "O", "C", "O", "C", "C", "N", "N", "C", "C", "C", "C", "C", "C", "C", "C", "O", "O", "C", "C", "C", "H", "H", "H", "H", "H", "H", "H", "H", "H", "H", "H", "H", "H", "H", "H", "H", "H", "H", "H", "H", "H", "H", "H", "H"],
  "xyz": [[3.633, -3.579, -1.290], [2.450, -4.411, -1.770], [1.675, -3.703, -2.878], [1.149, -2.455, -2.436], [0.006, -2.490, -1.731], [-0.614, -3.546, -1.562], [-0.418, -1.222, -1.207], [0.387, 0.008, -1.372], [0.808, 0.295, -2.652], [0.566, 0.730, -0.346], [1.274, 1.978, -0.412], [1.193, 2.701, 0.909], [1.974, 3.827, 1.138], [1.887, 4.509, 2.338], [1.018, 4.072, 3.324], [0.239, 2.949, 3.102], [0.326, 2.268, 1.901], [-1.578, -1.193, -0.453], [-2.304, -2.269, -0.222], [-2.022, -0.056, 0.035], [-3.216, -0.082, 0.816], [-3.547, 1.352, 1.210], [-4.793, 1.409, 2.084], [4.338, -3.415, -2.102], [3.291, -2.612, -0.928], [4.150, -4.087, -0.480], [2.795, -5.371, -2.157], [1.770, -4.605, -0.939], [0.852, -4.336, -3.228], [2.333, -3.452, -3.713], [1.582, 0.934, -2.737], [0.825, -0.471, -3.305], [2.335, 1.819, -0.667], [0.850, 2.633, -1.191], [2.655, 4.173, 0.371], [2.500, 5.383, 2.506], [0.950, 4.605, 4.261], [-0.439, 2.604, 3.870], [-0.263, 1.387, 1.704], [-1.829, -3.040, -0.675], [-3.056, -0.705, 1.703], [-4.029, -0.526, 0.230], [-3.696, 1.939, 0.303], [-2.694, 1.775, 1.741], [-5.651, 0.998, 1.557], [-4.647, 0.837, 2.997], [-5.015, 2.437, 2.353]],
  "forces_ev_per_angstrom": [[-0.2, -0.2, 0.0], [-0.1, 0.4, -0.1], [0.0, -0.8, -0.1], [-0.1, 0.3, 0.2], [-0.4, 0.1, 0.2], [0.1, -0.2, 0.0], [0.1, -0.1, -0.2], [0.0, 0.0, 0.0], [0.1, 0.3, -0.1], [0.2, 0.0, 0.3], [0.0, -0.1, -0.3], [0.1, 0.1, 0.0], [0.0, 0.0, 0.0], [0.1, 0.1, 0.0], [0.0, 0.0, 0.1], [0.0, 0.1, 0.1], [0.0, 0.0, -0.1], [0.0, -0.4, -0.2], [0.1, 0.3, 0.1], [0.1, -0.4, -0.2], [-0.6, 0.1, 0.4], [0.1, -0.3, -0.1], [0.2, 0.0, -0.2], [0.1, 0.1, -0.1], [0.0, 0.1, 0.1], [0.1, 0.0, 0.1], [-0.1, -0.1, 0.0], [0.0, -0.1, -0.1], [0.2, 0.1, 0.0], [-0.1, 0.0, 0.1], [0.0, 0.0, 0.0], [0.0, 0.1, 0.1], [-0.1, 0.1, 0.0], [0.1, 0.0, 0.0], [0.1, 0.0, -0.1], [0.0, 0.1, 0.0], [0.0, 0.0, 0.1], [0.0, 0.0, 0.1], [-0.1, -0.1, 0.0], [0.1, 0.3, 0.0], [0.0, 0.1, -0.1], [0.1, 0.1, 0.1], [0.1, 0.0, 0.0], [0.0, 0.1, 0.0], [-0.1, 0.0, 0.0], [0.0, 0.0, 0.1], [-0.1, 0.1, 0.1]],
  "lowdin_charge": [-0.098, -0.221, -0.173, -0.020, -0.414, 0.063, -0.005, -0.373, 0.165, 0.078, -0.189, -0.213, -0.056, -0.097, -0.105, -0.088, -0.046, -0.316, 0.137, 0.032, -0.169, -0.219, -0.103, 0.073, 0.072, 0.071, 0.113, 0.109, 0.125, 0.130, 0.086, 0.088, 0.126, 0.130, 0.109, 0.098, 0.096, 0.098, 0.088, 0.100, 0.140, 0.136, 0.118, 0.100, 0.073, 0.074, 0.072]
}

=====

What are the total energy values for these records? In order: -8367.676, -29189.157 eV.
What are the energy above the lowest of the compared OMol25 structures with the same formula, charge and spin values for these records? In order: 129.27, 30.73 kcal/mol.